Record 1
A cluster of 2 separate species, C3H3O3 in total in a non-equilibrium geometry, computed with ωB97M-V with the def2-TZVPD basis set.

Element x y z (Å)
C 0.7138 -0.9746 -0.2852
C 0.0908 1.9455 -1.0847
C -0.4962 -0.8743 0.7269
O -0.2659 1.8032 -2.1842
O 1.6633 -1.8663 -0.2358
O 0.3252 2.4048 -0.0476
H -0.3987 -1.7329 1.4700
H -1.3755 -0.6440 0.2665
H -0.2568 -0.0615 1.3741

Energy relative to the best compared isomer or geometry (same formula, charge and spin) (kcal/mol): 62.7
Frontier orbital gap (spin up / spin down) (eV): 5.0 / 5.0
LUMO (spin up / spin down) (eV): 3.705 / 3.705
HOMO level (spin up / spin down) (eV): -1.29 / -1.29
Total charge: -1

Atom-resolved charges from Löwdin, all expressed in e: -0.353, -0.530, -0.206, 0.134, -0.250, 0.144, 0.053, -0.007, 0.016

Record 2
A cluster of 3 separate species, CH4N2O in total in a non-equilibrium geometry, computed with ωB97M-V with the def2-TZVPD basis set.

Element x y z (Å)
C 1.3535 -0.5905 -0.2572
N 2.2196 0.2384 -0.2442
N -1.5745 -0.1287 -0.3636
O 0.4759 -1.3809 -0.4274
H -1.0534 1.3727 0.9481
H 2.7887 0.8203 0.3259
H -1.8104 -0.8249 0.3747
H -2.3993 0.4936 -0.3563

Energy relative to the best compared isomer or geometry (same formula, charge and spin) (kcal/mol): 132.6
Frontier orbital gap (spin up / spin down) (eV): 9.8 / 9.8
LUMO (spin up / spin down) (eV): -0.682 / -0.477
HOMO level (spin up / spin down) (eV): -10.49 / -10.27

Atom-resolved charges from Löwdin, all expressed in e: -0.414, 0.196, 0.023, 0.046, 0.163, 0.075, -0.022, -0.068

Record 3
A cluster of 8 separate species, C33H54Cl9N5O2 in total in a non-equilibrium geometry, computed with ωB97M-V with the def2-TZVPD basis set.

Element x y z (Å)
C -1.0940 -1.8094 -0.7907
Cl -1.7422 -2.8506 -2.0958
Cl -0.1396 -2.6690 0.3586
Cl -2.4985 -1.1136 0.0324
H -0.5601 -0.9934 -1.2779
C -0.8136 -5.0550 -4.6766
Cl -0.5377 -6.6187 -3.8334
Cl -2.5557 -4.5370 -4.6821
Cl -0.0401 -5.0470 -6.2752
H -0.2689 -4.2692 -4.1532
C -0.9248 2.2719 -3.2156
Cl 0.3495 1.1769 -3.9429
Cl -0.3849 3.9434 -3.4434
Cl -1.1562 1.8639 -1.5375
H -1.8028 2.0648 -3.8275
C 5.3713 -0.6934 1.2930
C 4.5136 -0.2647 0.0410
C 3.0163 -0.3762 0.5113
C 2.0743 0.2576 -0.4318
C 2.4839 1.7284 -0.6955
C 3.9360 1.8835 -1.2265
N 4.8534 1.1298 -0.3651
O 6.2544 1.3354 -0.6564
C 3.9281 1.5586 -2.6859
C 4.1849 3.3952 -1.1218
C 4.6957 -1.3555 -1.0610
H 5.7026 0.1589 1.8862
H 6.1931 -1.3539 1.0164
H 4.8184 -1.2724 2.0328
H 2.8907 -1.4509 0.6434
H 2.8353 -0.0927 1.5482
H 1.0843 0.0849 -0.0094
H 2.1062 -0.3130 -1.3599
H 2.3949 2.2938 0.2321
H 1.7731 2.2110 -1.3663
H 4.9486 1.6364 -3.0610
H 3.5180 0.5663 -2.8738
H 3.3345 2.2547 -3.2785
H 4.2498 3.6818 -0.0721
H 5.1996 3.6236 -1.4481
H 3.5412 4.0645 -1.6926
H 4.4633 -2.3720 -0.7437
H 5.7537 -1.3781 -1.3222
H 4.1145 -1.1830 -1.9669
C -1.6505 4.4244 5.6335
C -1.9363 3.7021 4.2721
C -0.5701 3.3972 3.6676
C -0.5165 2.4192 2.5154
C -1.1069 1.0998 3.0301
C -2.5630 1.2561 3.4890
N -2.5793 2.3841 4.4913
O -3.9031 2.5247 5.1671
C -3.4998 1.5839 2.2950
C -2.9879 -0.0928 4.0372
C -2.6659 4.6989 3.3232
H -2.5778 4.7233 6.1222
H -1.1860 5.3874 5.4214
H -1.0847 3.8332 6.3535
H -0.2908 4.3627 3.2460
H 0.1291 3.1257 4.4585
H 0.5060 2.1111 2.2970
H -0.9695 2.8033 1.6014
H -0.5156 0.6944 3.8511
H -0.9822 0.3904 2.2120
H -4.4655 1.6967 2.7879
H -3.2933 2.4479 1.6634
H -3.4554 0.8029 1.5359
H -2.4869 -0.2160 4.9974
H -4.0425 -0.1478 4.3073
H -2.6627 -0.9217 3.4086
H -2.3810 5.7067 3.6254
H -3.7469 4.7302 3.4591
H -2.5783 4.4524 2.2651
N -2.2208 -6.1650 3.2635
C -1.2421 -7.1001 2.9900
C -0.5926 -6.7911 1.7944
C -1.3379 -5.6950 1.2695
C -2.2636 -5.3634 2.1807
H -2.6935 -6.0472 4.1482
H -0.9218 -7.8538 3.6941
H 0.2350 -7.2673 1.2899
H -1.1827 -5.3540 0.2565
H -2.8798 -4.4767 2.1584
N 3.0798 -2.4426 -4.7553
C 1.9570 -1.6965 -4.9536
C 1.1268 -1.9720 -3.8986
C 1.7498 -2.8658 -3.0032
C 2.9714 -3.0910 -3.5498
H 3.9495 -2.3545 -5.2611
H 1.9138 -0.9595 -5.7419
H 0.2296 -1.4371 -3.6245
H 1.3819 -3.2638 -2.0691
H 3.8207 -3.6176 -3.1401
N -4.9837 0.5422 -2.4761
C -4.4793 1.4044 -1.5727
C -4.2527 2.6489 -2.2025
C -4.5914 2.4646 -3.5041
C -5.0296 1.1524 -3.6901
H -5.3411 -0.3929 -2.3426
H -4.4564 1.0519 -0.5521
H -3.9292 3.5876 -1.7774
H -4.6605 3.2093 -4.2832
H -5.3578 0.6491 -4.5875

Frontier orbital gap (spin up / spin down) (eV): 6.3 / 2.3
LUMO (spin up / spin down) (eV): -3.548 / -7.584
HOMO level (spin up / spin down) (eV): -9.84 / -9.84
Multiplicity: 4
<S²>: 3.773
Total charge: +1

Results of the Löwdin charge analysis, in e, for atoms 1 through 99: -1.515, 0.538, 0.653, 0.545, -0.027, -1.496, 0.518, 0.458, 0.532, -0.060, -1.470, 0.583, 0.562, 0.617, -0.002, -0.024, -0.426, -0.172, -0.204, -0.125, -0.519, -0.027, -0.014, -0.040, -0.041, -0.029, 0.085, 0.078, 0.074, 0.103, 0.119, 0.074, 0.091, 0.113, 0.075, 0.098, 0.060, 0.080, 0.089, 0.082, 0.090, 0.089, 0.087, 0.046, -0.026, -0.490, -0.157, -0.172, -0.148, -0.490, -0.004, -0.037, -0.036, -0.037, -0.024, 0.080, 0.083, 0.089, 0.122, 0.128, 0.106, 0.092, 0.131, 0.089, 0.091, 0.059, 0.005, 0.094, 0.086, 0.081, 0.085, 0.082, 0.063, 0.026, -0.131, -0.083, -0.166, -0.196, 0.154, 0.103, 0.092, 0.065, 0.104, 0.038, -0.145, -0.205, -0.126, -0.143, 0.157, 0.109, 0.020, 0.075, 0.118, 0.116, -0.004, -0.023, -0.027, 0.049, 0.186

Record 4
An isolated molecule of C4H5NS in a non-equilibrium geometry, computed with ωB97M-V with the def2-TZVPD basis set.

Element x y z (Å)
C 0.1524 1.4538 0.0206
N 0.9225 0.8584 0.8179
C 0.7003 -0.5077 0.8642
C -0.7648 -0.7240 -0.0631
S -2.2482 0.0866 0.4783
C -0.8911 0.6166 -0.6707
H 0.3723 2.4356 -0.0589
H 0.6046 -0.8273 1.8449
H 1.5675 -0.9342 0.3581
H -0.7787 -1.5741 -0.6853
H -1.2898 0.9885 -1.7246

Energy relative to the best compared isomer or geometry (same formula, charge and spin) (kcal/mol): 43.8
Frontier orbital gap (eV): 9.4
LUMO (eV): 0.748
HOMO level (eV): -8.67
SMILES: C1=NC[C@H]2S[C@@H]12

Atom-resolved charges from Löwdin, all expressed in e: -0.179, 0.013, -0.159, -0.515, 0.837, -0.488, 0.076, 0.079, 0.116, 0.073, 0.148

Record 5
A structure of composition C35H27N3O7STc, computed with ωB97M-V with the def2-TZVPD basis set.

Element x y z (Å)
Tc -0.2435 -0.2987 -0.1955
O 1.7056 -0.3191 -0.0417
C 2.4216 -0.8176 0.9416
C 3.7960 -1.0075 0.7117
C 4.6214 -1.4776 1.7051
C 4.1260 -1.7788 2.9790
C 2.7896 -1.6008 3.2230
C 1.9109 -1.1294 2.2267
C 0.5504 -0.9199 2.6177
N -0.4190 -0.5456 1.8574
C -1.7643 -0.3662 2.4307
C -2.7571 0.0121 1.3149
N -2.2815 -0.6126 0.0871
C -2.9684 -1.5164 -0.5189
C -2.4236 -2.4358 -1.4741
C -3.2912 -3.1270 -2.3391
C -2.8203 -4.1042 -3.1765
C -1.4618 -4.4445 -3.1266
C -0.5977 -3.8167 -2.2621
C -1.0512 -2.7858 -1.4230
O -0.1979 -2.2304 -0.5822
H 4.1748 -0.7563 -0.2697
H 5.6767 -1.6062 1.4982
H 4.7876 -2.1318 3.7572
H 2.3853 -1.8114 4.2065
H 0.3279 -1.1026 3.6703
H -1.7404 0.4209 3.1868
H -2.0744 -1.2964 2.9116
H -2.7880 1.0917 1.1735
H -3.7616 -0.3330 1.5655
H -4.0191 -1.6307 -0.2472
H -4.3421 -2.8620 -2.3423
H -3.4863 -4.6130 -3.8587
H -1.0841 -5.2216 -3.7789
H 0.4497 -4.0803 -2.2148
O -0.5066 6.7169 0.3315
C -0.4811 6.0978 -0.7473
O -0.4858 6.4734 -1.9256
C -0.4889 4.5510 -0.5738
C -0.6917 3.9867 0.6787
C -0.6465 2.6186 0.8300
N -0.4542 1.7995 -0.2130
C -0.2816 2.3371 -1.4413
C -0.2842 3.6946 -1.6541
C -0.1364 1.3270 -2.5519
O 0.0359 1.6333 -3.6981
O -0.2458 0.0728 -2.1212
H -0.8413 4.6486 1.5210
H -0.7142 2.1556 1.8040
H -0.1519 4.0988 -2.6485
O 1.5684 1.8394 2.2141
S 2.9396 2.1378 1.7004
C 3.0532 3.9116 1.5373
C 3.9840 4.4289 0.6498
C 4.0161 5.7995 0.4373
C 3.1052 6.6226 1.0840
C 2.1724 6.0882 1.9628
C 2.1482 4.7235 2.1998
C 4.0448 1.8917 3.0927
C 3.5208 1.8208 4.3721
C 4.3751 1.5832 5.4384
C 5.7359 1.4155 5.2168
C 6.2480 1.4825 3.9281
C 5.3981 1.7128 2.8562
H 4.6529 3.7700 0.1086
H 4.7253 6.2188 -0.2638
H 3.0933 7.6836 0.8745
H 1.4340 6.7302 2.4202
H 1.4123 4.2759 2.8553
H 2.4537 1.9412 4.5111
H 3.9804 1.5317 6.4450
H 6.3995 1.2282 6.0510
H 7.3078 1.3459 3.7565
H 5.7833 1.7456 1.8435

Frontier orbital gap (spin up / spin down) (eV): 6.8 / 5.8
LUMO (spin up / spin down) (eV): -0.958 / -1.902
HOMO level (spin up / spin down) (eV): -7.73 / -7.72
Multiplicity: 4
<S²>: 3.768

Atom-resolved charges from Löwdin, all expressed in e: 1.772, -0.205, -0.359, -0.013, -0.064, -0.080, -0.035, -0.155, -0.063, -0.105, -0.157, -0.169, -0.105, -0.042, -0.146, -0.035, -0.079, -0.055, 0.006, -0.320, -0.198, 0.127, 0.113, 0.107, 0.117, 0.146, 0.125, 0.126, 0.105, 0.123, 0.145, 0.117, 0.105, 0.111, 0.123, -0.039, -0.683, -0.012, -0.056, 0.013, -0.130, -0.032, -0.156, 0.086, -0.526, 0.135, -0.171, 0.122, 0.093, 0.138, -0.510, 1.028, -0.373, -0.087, -0.069, -0.057, -0.060, -0.076, -0.359, -0.070, -0.072, -0.081, -0.075, -0.088, 0.106, 0.106, 0.113, 0.111, 0.109, 0.109, 0.105, 0.104, 0.106, 0.113